Record 1
2 unconnected molecules or ions with the total composition CH6NO at a distorted geometry, computed with ωB97M-V with the def2-TZVPD basis set.

Frontier orbital gap in eV: 6.53
Charge: -1
E_LUMO in eV: 4.26

```
9
Properties=species:S:1:pos:R:3:forces:R:3
O 0.383676 2.811103 -0.644280 -0.12 -0.42 -0.08
H 0.869399 2.801713 0.185052 0.12 0.09 0.18
C -0.616704 -1.095221 -0.047346 0.29 -0.85 -0.23
N 0.792050 -0.562520 -0.011671 -1.97 0.06 -0.40
H -0.608592 -2.162944 -0.320097 0.12 -0.02 0.61
H -1.318669 -0.721817 -0.797893 0.56 0.83 0.00
H -1.065255 -0.928721 0.936993 -0.38 -0.34 -0.19
H 0.651102 0.421763 -0.294920 0.63 0.19 0.20
H 0.912993 -0.563355 0.994163 0.76 0.46 -0.09
```
Forces are in eV/Å.

***

Record 2
2 unconnected molecules or ions with the total composition CH6NO at a distorted geometry, computed with ωB97M-V with the def2-TZVPD basis set.

Frontier orbital gap in eV: 7.20
Charge: -1
E_LUMO in eV: 4.88

```
9
Properties=species:S:1:pos:R:3:forces:R:3
O 2.135673 0.010052 -0.889080 2.38 -0.91 2.31
H 2.843368 -0.265613 -0.159829 -2.19 0.88 -2.31
C -0.763837 0.246920 -0.420634 -0.98 -0.97 0.45
N -0.884312 -0.365828 0.925098 -1.38 -0.32 -0.59
H 0.249416 0.165193 -0.731425 1.18 -0.39 -0.77
H -0.939510 1.300762 -0.388084 -0.44 0.79 0.33
H -1.503554 -0.190334 -1.155626 0.70 0.24 0.78
H -0.285497 -1.145758 1.113093 0.54 -0.02 -0.43
H -0.851744 0.244610 1.706485 0.18 0.70 0.24
```
Forces are in eV/Å.

***

Record 3
2 unconnected molecules or ions with the total composition CH6NO at a distorted geometry, computed with ωB97M-V with the def2-TZVPD basis set.

Frontier orbital gap in eV: 10.90
Charge: +1
E_LUMO in eV: -5.70

```
9
Properties=species:S:1:pos:R:3:forces:R:3
O -1.151499 -1.093363 1.311409 1.98 0.56 0.39
H 0.241596 -0.343794 0.355595 0.70 0.34 -0.12
H -0.919832 -1.799729 1.937641 -0.58 0.21 -0.40
H -1.980251 -1.241164 0.891435 -1.08 -0.61 -0.20
C 0.522707 1.161484 -1.002863 -3.44 0.55 0.59
N 0.900239 0.118138 -0.345940 -1.08 1.96 0.01
H -0.488933 1.788468 -0.786717 2.28 -2.15 -0.25
H 0.986708 1.472797 -1.918618 1.14 0.36 0.13
H 1.889265 -0.062838 -0.441946 0.09 -1.21 -0.15
```
Forces are in eV/Å.

***

| no. | DFT total energy (a.u.) |
| --- | --- |
| 1 | -171.65096 |
| 2 | -171.64548 |
| 3 | -171.39933 |